Density functional theory data (ωB97M-V with the def2-TZVPD basis set) for a structure of composition C31H47AlF6NO5.

Each line ends with the Mulliken charge.
CARTESIAN COORDINATES (ANGSTROEM)
C 7.063 4.506 0.716  -0.99
C 5.666 5.024 0.173  -0.57
C 4.640 3.823 0.032  -0.38
C 4.631 2.974 1.353  -0.88
C 3.461 1.886 1.199  -0.13
C 3.623 0.991 -0.103  -0.67
C 2.555 1.490 -1.175  0.18
C 2.388 0.398 -2.290  0.03
C 1.597 0.908 -3.568  -0.95
C 0.370 -0.043 -3.915  -0.59
C -0.946 0.576 -3.323  -1.31
C -1.184 0.256 -1.774  1.93
C -1.333 -1.288 -1.579  -1.90
C -1.901 -1.786 -0.179  1.19
C -3.414 -2.187 -0.423  -0.82
C -4.316 -0.909 -0.628  0.15
C -4.461 -0.384 -1.971  -0.32
C -5.242 0.826 -2.178  -0.85
C -5.865 1.489 -1.061  1.13
C -6.653 2.819 -1.304  -1.28
C -5.790 0.966 0.314  -0.95
C -4.998 -0.247 0.486  -0.12
O -2.019 -0.562 0.572  -0.84
Al -0.617 -0.456 1.741  0.90
N 0.201 1.294 1.636  0.75
C -0.692 2.274 1.053  0.30
O -0.311 3.167 0.374  -0.50
F -2.050 2.250 1.297  -0.26
C 0.300 1.742 3.018  0.34
O -0.651 1.885 3.712  -0.46
F 1.522 1.984 3.604  -0.28
O 0.183 -1.913 0.944  -0.65
C -0.950 -2.761 0.712  1.67
C -0.731 -4.018 -0.229  -1.40
C 0.350 -5.045 0.258  0.53
C 1.787 -4.423 0.129  -0.92
F 0.312 -6.124 -0.709  -0.43
C -1.795 -3.274 1.944  -1.26
C -1.083 -3.774 3.233  -0.35
O 0.305 -4.014 3.224  -0.64
C -1.345 -2.927 4.567  0.56
F -2.576 -2.356 4.635  -0.25
F -1.318 -3.862 5.616  -0.34
F -0.329 -2.065 4.866  -0.18
H 7.882 4.989 0.127  0.34
H 7.133 4.724 1.814  0.20
H 7.201 3.398 0.573  0.26
H 5.215 5.833 0.805  0.37
H 5.871 5.484 -0.835  0.34
H 4.929 3.250 -0.883  0.18
H 3.603 4.226 -0.151  0.27
H 4.311 3.630 2.200  0.30
H 5.561 2.387 1.537  0.34
H 2.514 2.491 1.171  -0.06
H 3.432 1.191 2.075  0.41
H 4.627 1.089 -0.588  0.42
H 3.360 -0.068 0.157  0.19
H 1.594 1.621 -0.605  -0.37
H 2.829 2.496 -1.598  0.30
H 1.960 -0.557 -1.893  -0.45
H 3.434 0.146 -2.642  0.61
H 2.312 0.949 -4.439  0.43
H 1.220 1.952 -3.402  0.36
H 0.550 -1.111 -3.652  0.25
H 0.269 0.017 -5.041  0.37
H -1.864 0.251 -3.882  0.39
H -0.929 1.702 -3.391  0.49
H -2.067 0.873 -1.488  0.27
H -0.301 0.625 -1.195  -1.45
H -1.890 -1.704 -2.468  0.43
H -0.289 -1.713 -1.675  0.13
H -3.545 -2.784 -1.368  0.34
H -3.909 -2.768 0.393  0.54
H -3.948 -0.935 -2.791  0.35
H -5.303 1.215 -3.222  0.25
H -6.267 3.547 -0.534  0.31
H -6.363 3.274 -2.291  0.31
H -7.755 2.725 -1.167  0.27
H -6.282 1.488 1.167  0.32
H -4.908 -0.656 1.524  0.21
H -1.352 -0.646 3.144  -0.69
H -0.408 -3.742 -1.273  0.14
H -1.678 -4.610 -0.382  0.53
H 0.140 -5.527 1.239  0.23
H 1.795 -3.541 -0.568  0.02
H 2.464 -5.226 -0.273  0.45
H 2.236 -4.090 1.097  0.26
H -2.434 -4.116 1.550  0.53
H -2.557 -2.473 2.169  0.51
H -1.550 -4.770 3.497  0.32
H 0.774 -3.648 2.458  0.33

Calculated values
M in g mol⁻¹: 654.7
Total charge: -1
HOMO-LUMO gap in eV: 8.8



Density functional theory data (ωB97M-V with the def2-TZVPD basis set) for a structure of composition C31H47BClN8OS3Ti.

Each line ends with the Mulliken charge.
CARTESIAN COORDINATES (ANGSTROEM)
Ti 0.306 0.846 -2.931  -0.32
C 3.250 3.771 -0.282  -1.88
C 2.808 2.402 0.097  0.05
C 3.565 1.547 0.865  -0.44
C 3.082 0.245 1.123  -0.46
N 1.995 -0.199 0.543  -0.61
N 1.261 0.599 -0.217  0.71
B 0.003 0.047 -0.824  0.02
N -0.162 -1.465 -0.640  0.51
N -0.574 -1.887 0.548  -0.12
C -0.806 -3.153 0.754  -0.01
C -0.705 -4.094 -0.300  -0.53
C -0.256 -3.684 -1.527  0.24
C -0.103 -4.590 -2.694  -1.81
C 0.071 -2.307 -1.670  0.81
S 0.740 -1.675 -3.089  -0.53
C -1.144 -3.601 2.157  2.41
C -2.506 -4.303 2.189  -1.88
C -0.047 -4.569 2.624  -1.68
C -1.194 -2.395 3.088  -1.33
N -1.238 0.774 -0.307  0.44
N -1.187 1.181 0.948  0.08
C -2.170 1.874 1.462  -0.31
C -3.321 2.173 0.703  -0.66
C -3.406 1.728 -0.598  0.27
C -4.558 2.015 -1.495  -1.77
C -2.297 1.021 -1.113  0.93
S -2.179 0.543 -2.740  -0.68
C -1.957 2.296 2.897  2.47
C -0.628 3.057 2.969  -1.53
C -1.855 1.018 3.738  -1.42
C -3.090 3.170 3.428  -2.32
C 1.580 1.910 -0.397  1.97
S 0.498 2.865 -1.289  -0.89
C 3.691 -0.696 2.140  2.43
C 5.027 -0.196 2.687  -2.26
C 3.879 -2.081 1.513  -1.57
C 2.672 -0.771 3.291  -1.50
H 4.166 4.050 0.228  0.45
H 3.429 3.803 -1.358  0.31
H 2.471 4.498 -0.065  0.37
H 4.517 1.886 1.242  0.61
H -0.983 -5.123 -0.139  0.45
H -0.348 -5.616 -2.433  0.40
H -0.749 -4.259 -3.508  0.35
H 0.919 -4.539 -3.065  0.40
H -2.501 -5.228 1.620  0.36
H -2.756 -4.544 3.219  0.48
H -3.282 -3.650 1.793  0.38
H -0.009 -5.458 2.001  0.39
H 0.928 -4.087 2.600  0.24
H -0.256 -4.878 3.645  0.48
H -1.989 -1.725 2.780  0.36
H -1.377 -2.715 4.109  0.61
H -0.256 -1.852 3.055  -0.40
H -4.119 2.762 1.120  0.63
H -5.349 2.542 -0.971  0.41
H -4.223 2.620 -2.338  0.30
H -4.951 1.089 -1.912  0.36
H 0.175 2.445 2.566  0.12
H -0.682 3.978 2.393  0.39
H -0.397 3.303 4.002  0.45
H -1.023 0.414 3.391  0.07
H -1.702 1.267 4.784  0.49
H -2.770 0.435 3.656  0.38
H -3.178 4.090 2.855  0.48
H -4.039 2.638 3.399  0.44
H -2.881 3.430 4.463  0.41
H 5.760 -0.096 1.892  0.46
H 4.911 0.759 3.193  0.45
H 5.401 -0.915 3.409  0.42
H 4.621 -2.032 0.720  0.39
H 4.225 -2.780 2.271  0.46
H 2.944 -2.447 1.095  0.09
H 2.520 0.215 3.728  0.37
H 1.717 -1.142 2.923  -0.05
H 3.034 -1.440 4.067  0.50
N 1.141 0.643 -5.728  -0.11
C 0.827 0.407 -7.006  -0.17
C -0.491 0.004 -7.034  -0.89
C -0.900 0.021 -5.702  -0.74
N 0.104 0.406 -4.925  0.96
H 2.033 0.921 -5.316  -0.06
H 1.534 0.537 -7.798  0.47
H -1.081 -0.269 -7.883  0.43
H -1.861 -0.236 -5.289  0.57
Cl 2.560 1.195 -3.141  -0.64
C -1.167 3.598 -4.110  -0.62
O 0.067 2.889 -4.121  -0.29
H -1.849 3.073 -4.783  0.23
H -1.031 4.621 -4.465  0.35
H -1.588 3.628 -3.097  0.17
H 0.736 3.449 -3.683  0.28

Calculated values
M in g mol⁻¹: 738.1
Total charge: +1
HOMO-LUMO gap (spin up / spin down) in eV: 7.1 / 7.1
Energy above the lowest of the compared OMol25 structures with the same formula, charge and spin in kJ/mol: 105.24



Density functional theory data (ωB97M-V with the def2-TZVPD basis set) for a cluster of 4 separate species, C31H47BrF3N2O11 in total.

Each line ends with the Mulliken charge.
CARTESIAN COORDINATES (ANGSTROEM)
C -0.849 -0.618 -0.406  -0.48
C 0.219 -0.662 0.541  -0.08
N 0.873 -0.728 1.937  0.24
C 1.693 0.509 2.345  0.42
C 1.859 1.814 1.313  -0.69
C 0.453 2.669 1.194  -0.50
N 0.421 3.317 -0.178  -0.36
C 2.440 0.613 3.822  -0.86
C 2.329 -0.666 4.844  0.47
C 3.070 -0.569 6.330  -0.04
C 4.205 0.658 6.379  0.04
O 5.261 0.478 5.556  -0.45
Br 4.013 2.308 7.529  -0.07
C 1.465 -2.006 4.342  0.19
C 1.385 -3.302 5.342  -0.96
O 1.545 -4.609 4.692  -0.37
C 2.773 -4.700 3.890  -0.08
C 4.171 -4.488 4.717  -0.20
C 5.204 -3.672 3.687  -0.82
C 0.727 -1.956 2.848  0.54
C -0.180 -3.219 2.309  -0.93
C 0.478 -4.035 1.047  -0.31
C -0.051 -5.613 0.939  0.24
F -0.503 -6.356 2.151  -0.26
C -0.020 -6.198 -0.448  0.16
F 0.979 -5.650 -1.402  -0.21
F -1.031 -7.253 -0.769  -0.21
H -1.626 -0.744 -1.290  0.38
H 2.282 1.440 0.287  0.40
H 2.661 2.545 1.798  0.38
H -0.442 1.946 1.404  0.30
H 0.506 3.552 1.990  0.27
H 1.417 3.511 -0.488  0.17
H 0.102 2.535 -0.824  0.24
H 3.024 1.614 4.038  0.21
H 2.267 -0.350 7.184  0.45
H 3.624 -1.584 6.523  0.14
H 0.283 -3.296 5.802  0.35
H 2.099 -3.197 6.292  0.33
H 2.780 -4.013 2.925  -0.13
H 2.807 -5.816 3.468  0.28
H 4.692 -5.547 4.880  0.33
H 4.064 -3.974 5.762  0.14
H 6.330 -4.033 3.844  0.33
H 4.959 -3.943 2.554  0.24
H 5.073 -2.518 3.840  0.15
H -0.483 -3.990 3.149  0.44
H -1.209 -2.743 1.936  0.51
H 0.109 -3.495 0.063  0.36
H 1.667 -3.990 1.020  0.32
C -1.541 5.777 -0.829  -0.36
C -2.826 6.586 -0.870  -0.40
O -2.554 7.988 -0.748  -0.36
C -2.081 8.593 -1.864  0.78
O -1.877 8.056 -2.944  -0.55
O -1.840 9.895 -1.570  -0.34
C -1.239 10.627 -2.636  -0.61
H -0.961 6.020 0.067  0.26
H -1.759 4.705 -0.832  0.33
H -0.903 5.999 -1.690  -0.24
H -3.454 6.310 -0.016  0.34
H -3.407 6.381 -1.777  0.32
H -1.818 10.533 -3.560  0.29
H -0.211 10.284 -2.788  0.27
H -1.215 11.682 -2.351  0.24
C -3.874 -7.672 -3.022  -1.10
C -3.878 -6.337 -2.297  0.04
O -4.827 -5.438 -2.884  -0.37
C -6.125 -5.667 -2.569  0.74
O -6.544 -6.554 -1.838  -0.55
O -6.888 -4.762 -3.230  -0.33
C -8.290 -4.957 -3.066  -0.62
H -3.715 -7.527 -4.095  0.31
H -3.087 -8.322 -2.629  0.33
H -4.832 -8.189 -2.911  0.31
H -2.894 -5.868 -2.399  0.14
H -4.069 -6.457 -1.225  0.29
H -8.565 -5.004 -2.008  0.29
H -8.602 -5.868 -3.587  0.29
H -8.807 -4.106 -3.518  0.22
C 0.928 6.287 -4.058  -1.12
C 1.899 5.254 -3.513  -0.11
O 1.517 3.931 -3.910  -0.26
C 1.806 3.597 -5.191  0.69
O 2.358 4.312 -6.016  -0.55
O 1.348 2.340 -5.414  -0.32
C 1.498 1.901 -6.762  -0.64
H -0.099 6.038 -3.773  0.28
H 1.171 7.284 -3.679  0.28
H 0.955 6.321 -5.151  0.38
H 1.872 5.276 -2.418  0.23
H 2.931 5.467 -3.814  0.35
H 2.532 2.009 -7.105  0.30
H 0.816 2.458 -7.412  0.29
H 1.231 0.841 -6.806  0.22

Calculated values
M in g mol⁻¹: 760.6
Total charge: +1
HOMO-LUMO gap in eV: 7.1
Energy above the lowest of the compared OMol25 structures with the same formula, charge and spin in kJ/mol: 1813.58



Density functional theory data (ωB97M-V with the def2-TZVPD basis set) for a structure of composition C31H47BrGaN5O6PS2.

Each line ends with the Mulliken charge.
CARTESIAN COORDINATES (ANGSTROEM)
Ga -0.747 -0.309 -0.314  -1.07
C 5.344 4.625 0.285  -1.58
C 4.498 4.582 -0.995  1.69
C 5.371 4.059 -2.136  -2.16
C 4.033 6.001 -1.348  -1.57
C 3.276 3.697 -0.759  -0.48
C 3.021 2.555 -1.497  0.15
C 1.890 1.802 -1.223  -0.41
Br 1.631 0.234 -2.280  -0.14
C 0.979 2.119 -0.223  0.01
O -0.139 1.400 0.039  2.72
C 1.232 3.279 0.545  -1.14
C 2.364 4.023 0.247  -0.27
C 0.299 3.681 1.697  2.49
C 0.332 2.589 2.779  -1.18
C -1.136 3.920 1.195  -1.22
C 0.742 4.986 2.370  -2.42
H 6.223 5.253 0.130  0.47
H 5.684 3.625 0.561  0.34
H 4.785 5.037 1.126  0.32
H 6.226 4.722 -2.270  0.43
H 4.827 4.029 -3.082  0.40
H 5.760 3.061 -1.924  0.40
H 4.898 6.644 -1.523  0.47
H 3.446 6.448 -0.545  0.32
H 3.424 5.998 -2.254  0.34
H 3.690 2.232 -2.280  0.64
H 2.559 4.910 0.828  0.49
H 0.087 1.599 2.393  -0.13
H -0.357 2.836 3.590  0.47
H 1.334 2.518 3.205  0.39
H -1.602 3.021 0.795  -0.15
H -1.144 4.684 0.415  0.32
H -1.758 4.285 2.014  0.45
H 1.737 4.902 2.809  0.44
H 0.049 5.222 3.178  0.47
H 0.737 5.826 1.673  0.45
O -1.852 -9.285 0.369  -0.68
S -2.007 -7.884 0.644  1.15
O -2.175 -7.031 -0.528  -0.63
O -2.882 -7.515 1.743  -0.68
C -0.404 -7.347 1.327  0.07
N 0.137 -8.045 2.328  -0.45
C 1.188 -7.517 2.930  -0.39
C 1.686 -6.250 2.619  -0.62
C 1.059 -5.625 1.565  0.35
N 0.060 -6.187 0.885  -0.16
C 1.210 -4.219 1.119  1.02
C 1.149 -3.147 2.001  -1.15
C 0.770 -1.913 1.516  -0.10
N 0.505 -1.715 0.217  0.63
C 0.732 -2.709 -0.661  -0.25
C 1.096 -3.960 -0.248  -0.79
H 1.644 -8.110 3.716  0.43
H 2.508 -5.808 3.164  0.47
H 1.261 -3.292 3.067  0.46
H 0.592 -1.077 2.181  0.41
H 0.522 -2.495 -1.701  0.50
H 1.175 -4.769 -0.958  0.48
C -2.394 -4.383 -1.683  -1.06
P -2.943 -3.408 -0.292  1.04
C -4.676 -3.048 -0.603  -1.30
C -2.870 -4.382 1.197  -0.93
O -2.154 -2.102 -0.131  -0.95
H -2.976 -5.304 -1.722  0.54
H -1.363 -4.694 -1.530  0.19
H -2.496 -3.798 -2.599  0.43
H -5.208 -3.971 -0.835  0.45
H -4.766 -2.359 -1.444  0.34
H -5.131 -2.597 0.280  0.35
H -3.447 -5.304 1.101  0.48
H -3.229 -3.782 2.035  0.47
H -1.838 -4.690 1.363  -0.12
C -4.023 1.006 1.563  -1.33
C -3.108 -0.146 1.892  0.44
O -1.764 0.115 1.363  -0.31
H -5.013 0.815 1.976  0.46
H -4.124 1.124 0.482  0.27
H -3.664 1.943 1.996  0.39
H -3.411 -1.066 1.414  -0.34
H -2.992 -0.300 2.963  0.33
H -1.518 1.035 1.550  -0.01
S -1.991 -0.456 -2.208  -0.34
C -1.638 1.035 -3.052  0.25
N -1.732 1.133 -4.373  -0.18
C -1.227 2.424 -4.854  -0.54
C -1.174 3.243 -3.551  -0.51
N -1.281 2.194 -2.532  0.34
H -1.827 0.318 -4.956  0.24
H -1.889 2.856 -5.598  0.34
H -0.234 2.290 -5.284  0.31
H -2.011 3.935 -3.463  0.37
H -0.240 3.789 -3.443  0.27
H -1.216 2.345 -1.536  -0.20

Calculated values
M in g mol⁻¹: 830.5
Total charge: +1
HOMO-LUMO gap in eV: 6.7
Energy above the lowest of the compared OMol25 structures with the same formula, charge and spin in kJ/mol: 16.49



Density functional theory data (ωB97M-V with the def2-TZVPD basis set) for a cluster of 2 separate species, C31H47Cl2F4N4O4PS2 in total.

Each line ends with the Mulliken charge.
CARTESIAN COORDINATES (ANGSTROEM)
C 1.544 -5.299 1.901  -0.90
C 0.580 -5.761 3.016  -0.65
C -0.906 -5.633 2.612  -0.57
C -1.242 -4.151 2.634  -0.92
N -2.538 -3.802 2.022  -0.04
C -2.749 -2.328 1.984  -0.48
C -2.588 -1.642 3.345  -1.47
C -1.228 -0.972 3.583  -1.08
C -0.684 -0.099 2.422  -0.78
C -0.243 1.304 2.796  0.05
C 1.084 1.540 2.737  0.39
C 1.695 2.731 3.023  -0.35
C 0.898 3.744 3.441  0.60
P 1.658 5.363 3.897  0.49
N 2.617 5.243 5.138  -0.72
C -0.469 3.568 3.510  0.13
N -1.215 4.706 3.955  -0.52
C -1.065 2.369 3.173  -0.03
C -2.575 2.194 3.203  0.98
F -2.880 1.343 4.217  -0.31
F -3.254 3.328 3.469  -0.39
C -3.198 1.640 1.886  0.34
F -4.423 2.132 1.699  -0.35
F -2.411 2.041 0.860  -0.26
C 3.192 2.656 2.790  0.02
O 4.040 3.476 3.059  -0.56
N 3.385 1.384 2.222  0.24
C 4.007 1.318 0.886  -1.43
C 2.999 1.302 -0.280  -0.28
C 2.808 -0.082 -0.927  -0.29
C 2.945 -0.026 -2.451  -1.19
C 1.934 0.932 -3.113  -0.41
C 2.550 1.704 -4.264  -0.70
O 2.373 0.959 -5.492  -0.30
C 2.791 1.632 -6.586  0.66
C 1.934 1.504 -7.813  -0.38
O 3.806 2.312 -6.608  -0.58
C 2.208 0.607 2.360  -0.46
O 2.237 -0.598 2.217  -0.57
C -2.641 -4.194 0.676  0.15
S -1.439 -4.239 -0.412  -0.19
S -4.301 -4.607 0.154  -0.20
C -4.556 -3.355 -1.157  -0.79
C -5.951 -2.762 -1.126  -0.29
C -5.955 -1.540 -2.075  -1.14
H 2.131 -4.431 2.186  0.19
H 1.029 -5.044 0.977  0.18
H 2.240 -6.100 1.663  0.37
H 0.744 -5.092 3.859  0.32
H 0.823 -6.784 3.280  0.45
H -1.474 -6.160 3.374  0.34
H -0.993 -6.071 1.624  0.42
H -0.450 -3.552 2.168  0.35
H -1.250 -3.874 3.684  0.45
H -2.096 -1.927 1.201  0.69
H -3.778 -2.174 1.654  0.14
H -3.413 -0.956 3.503  0.53
H -2.695 -2.416 4.102  0.59
H -1.255 -0.391 4.497  0.59
H -0.514 -1.767 3.774  0.65
H 0.195 -0.610 2.054  0.48
H -1.346 -0.051 1.565  0.61
H 0.645 6.273 4.223  0.07
H 2.274 5.873 2.729  0.07
H 2.678 4.283 5.453  0.27
H -1.947 4.949 3.308  0.23
H -1.600 4.549 4.875  0.24
H -3.248 0.557 1.894  0.01
H 4.563 0.387 0.841  0.35
H 4.709 2.137 0.781  0.42
H 2.039 1.751 -0.032  0.32
H 3.429 1.928 -1.063  0.60
H 1.827 -0.505 -0.711  0.09
H 3.552 -0.786 -0.561  0.39
H 2.761 -1.015 -2.866  0.40
H 3.960 0.271 -2.708  0.44
H 1.555 1.674 -2.414  0.30
H 1.097 0.367 -3.515  0.41
H 2.068 2.671 -4.403  0.46
H 3.610 1.875 -4.113  0.32
H 2.286 2.240 -8.524  -0.26
H 2.051 0.529 -8.283  0.28
H 0.882 1.675 -7.600  0.35
H -3.852 -2.550 -0.955  0.33
H -4.295 -3.737 -2.138  0.53
H -6.231 -2.407 -0.141  0.27
H -6.684 -3.455 -1.530  0.33
H -6.940 -1.355 -2.490  0.37
H -5.649 -0.632 -1.557  0.26
H -5.228 -1.694 -2.869  0.32
Cl 3.732 2.667 -11.757  -0.15
C 3.512 4.018 -10.640  -0.23
Cl 1.861 4.084 -10.011  -0.17
H 4.194 3.896 -9.806  0.24
H 3.719 4.942 -11.166  0.30

Calculated values
M in g mol⁻¹: 781.7
Total charge: 0
HOMO-LUMO gap in eV: 7.3
Energy above the lowest of the compared OMol25 structures with the same formula, charge and spin in kJ/mol: 82.57
SMILES: CCCCN(CCCCc1c2c(c([PH2]=N)c(N)c1C(F)(F)C(F)F)C(=O)N(CCCCCCOC(C)=O)C2=O)C(=S)SCCC.ClCCl



Going through the records in order, we get strongest force on any atom values of 3.5, 2.3, 10.0, 1.1, 2.6 eV/A.